Formula: C12H15N5O11PdS
Source: OMol25
Level of theory: wB97M-V/def2-TZVPD

The geometry in XYZ format:
```
45
Properties=species:S:1:pos:R:3:forces:R:3:nbo_charge:R:1
Pd 1.43683 -0.72941 1.50018 -0.3 0.1 0.0 1.31
O -1.79964 -3.43405 2.03914 0.0 0.0 0.0 -0.72
C -1.11683 -2.40570 1.99358 -0.1 0.1 -0.1 0.77
O 0.15276 -2.38685 1.98870 0.1 0.0 0.1 -0.77
C -1.90982 -1.08082 1.92207 0.0 0.1 0.0 -0.26
C -3.23837 -1.22317 1.62386 0.1 0.0 0.0 -0.12
C -4.11088 -0.12883 1.58547 -0.4 -0.1 0.0 -0.10
C -3.67006 1.13939 1.89377 0.2 -0.1 0.0 -0.13
C -2.33362 1.31073 2.18004 -0.1 0.4 0.0 -0.14
C -1.35891 0.24065 2.20454 0.1 -0.3 0.0 0.52
O -0.15717 0.45679 2.50604 0.0 0.0 -0.2 -0.71
N -1.94033 2.69565 2.46690 0.1 -0.4 0.3 0.53
O -2.78297 3.43242 2.97349 -0.2 0.1 0.0 -0.45
O -0.81290 3.06164 2.21479 0.0 0.0 -0.2 -0.37
N -5.50439 -0.31928 1.24385 0.5 0.1 -0.3 0.54
O -6.23689 0.66239 1.19443 -0.2 0.1 0.1 -0.45
O -5.89154 -1.44303 0.96509 -0.1 -0.2 0.1 -0.43
H -3.60110 -2.22460 1.44499 0.0 0.0 0.0 0.27
H -4.34016 1.98350 1.89819 0.0 0.0 0.0 0.26
O 3.13415 0.68941 0.74430 0.0 0.0 0.0 -1.07
S 3.93367 -0.43574 1.36180 -0.2 0.0 0.0 2.53
O 5.36031 -0.27624 1.19554 0.1 0.0 0.0 -1.01
O 3.47334 -0.51822 2.77877 0.2 0.0 0.1 -1.04
O 3.39230 -1.68022 0.68830 0.1 0.1 0.0 -1.06
C 2.30055 -2.13612 -2.37452 0.0 0.0 0.0 -0.44
N 1.88741 -0.75806 -2.57066 -0.2 0.1 0.3 -0.47
C 1.27837 -0.51620 -3.86561 0.1 0.1 0.0 -0.40
C 1.19135 -0.16775 -1.49136 0.0 -0.2 -0.2 0.67
N 0.57308 -0.83744 -0.57224 0.2 0.1 0.0 -0.83
N 1.13635 1.18653 -1.51969 -0.1 0.0 -0.1 -0.44
C 2.24995 1.98377 -1.99926 0.0 0.0 0.1 -0.41
C 0.28298 1.85377 -0.55217 0.0 0.1 0.1 -0.42
H 3.08549 -2.37138 -3.09665 0.0 0.0 0.0 0.19
H 1.47524 -2.84855 -2.53383 0.0 0.0 0.0 0.16
H 2.70421 -2.25598 -1.37009 0.1 0.0 0.0 0.28
H 0.36497 -1.11499 -4.00340 0.0 0.0 0.0 0.17
H 1.98274 -0.77869 -4.65831 0.0 0.0 0.0 0.19
H 1.02087 0.53636 -3.96931 0.0 0.0 0.0 0.21
H 0.59311 -1.83454 -0.74657 -0.1 0.0 0.0 0.37
H 2.93835 1.36352 -2.56251 0.0 0.0 0.0 0.22
H 2.78992 2.40250 -1.14665 0.0 0.0 0.0 0.23
H 1.88478 2.79738 -2.63593 0.0 0.0 0.0 0.17
H 0.69947 1.81818 0.45513 0.0 0.0 0.0 0.24
H -0.70389 1.39317 -0.54278 0.0 -0.1 0.1 0.22
H 0.18692 2.89812 -0.85141 0.0 0.0 0.0 0.19
```
Forces are in eV/Å.

Its energy above the lowest of the compared OMol25 structures with the same formula, charge and spin is 0.0 kcal/mol. Its expectation value of S² is 2.005. Its multiplicity is 3. Its net charge is -2. The molecular weight is 543.763 g/mol. For the gap between HOMO and LUMO (alpha / beta), the calculation gives 0.264 / 0.274 Ha.

Formula: C4H6O
Source: OMol25
Level of theory: wB97M-V/def2-TZVPD

The geometry in XYZ format:
```
11
Properties=species:S:1:pos:R:3:forces:R:3:nbo_charge:R:1
O -1.92016 -1.07885 0.81625 0.1 -0.2 0.3 -0.70
C -0.94559 -0.73937 -0.14533 0.2 0.0 -0.3 -0.10
C -0.21841 0.51498 0.21125 -0.1 0.1 -0.1 -0.23
C 1.00339 0.87047 -0.22750 0.0 0.0 -0.3 -0.41
C 2.16307 0.53868 -0.92327 -0.3 -0.1 0.1 -0.05
H -1.45282 -1.25838 1.64070 -0.2 0.0 0.0 0.46
H -0.22995 -1.55485 -0.33770 -0.1 0.0 0.1 0.17
H -1.49927 -0.57367 -1.07845 0.1 -0.1 0.1 0.19
H 0.99279 1.96787 -0.31529 0.5 0.4 0.2 0.31
H -0.82183 1.29116 0.67679 0.0 -0.1 -0.2 0.21
H 2.92877 0.02194 -0.31743 -0.2 0.0 0.0 0.14
```
Forces are in eV/Å.

Its energy above the lowest of the compared OMol25 structures with the same formula, charge and spin is 102.2 kcal/mol. Its net charge is 0. The molecular weight is 70.091 g/mol. For the gap between HOMO and LUMO (alpha / beta), the calculation gives 0.282 / 0.279 Ha.

Formula: H10O5
Source: OMol25
Level of theory: wB97M-V/def2-TZVPD

The geometry in XYZ format:
```
15
Properties=species:S:1:pos:R:3:forces:R:3:nbo_charge:R:1
O 0.58462 1.60399 0.11784 3.0 2.7 -0.8 -1.04
H 1.16330 0.88443 0.56160 -0.6 0.6 -0.5 0.50
H 1.26038 2.39442 -0.12225 -2.5 -2.8 0.9 0.49
O 1.57757 -0.37734 1.30042 -0.8 0.4 3.4 -0.97
H 0.90257 -1.08109 1.05324 0.7 0.4 0.1 0.52
H 1.32651 -0.05082 2.26412 0.8 -1.3 -2.9 0.48
O -0.22829 -1.78032 0.06241 -0.4 0.3 0.4 -1.01
H -0.79278 -2.54631 0.25707 0.2 0.5 -0.1 0.49
H -0.78592 -0.94798 0.26440 -0.1 -1.3 -0.4 0.50
O -1.86646 0.24667 0.17924 0.6 0.5 0.3 -0.96
H -1.57616 0.33482 -0.74915 -0.4 -0.1 -0.4 0.50
H -1.28549 0.92281 0.57940 -0.4 0.0 0.0 0.50
O -0.37831 0.26940 -2.22050 1.6 -0.2 1.9 -0.98
H -0.06658 -0.65456 -2.03373 -0.5 1.0 -0.4 0.48
H 0.16504 0.78189 -1.51412 -1.0 -0.7 -1.4 0.50
```
Forces are in eV/Å.

Its energy above the lowest of the compared OMol25 structures with the same formula, charge and spin is 19.7 kcal/mol. Its net charge is 0. The molecular weight is 90.075 g/mol. For the gap between HOMO and LUMO, the calculation gives 0.427 Ha.

Formula: C19H15BCl2N3O2PtS
Source: OMol25
Level of theory: wB97M-V/def2-TZVPD

The geometry in XYZ format:
```
44
Properties=species:S:1:pos:R:3:forces:R:3:nbo_charge:R:1
Pt 0.71573 1.00725 1.72221 0.5 0.5 -2.6 0.73
N -2.75787 -1.04491 1.04586 -0.3 -0.3 0.2 -0.56
C -3.74816 -0.09364 0.67033 0.5 0.7 0.0 0.12
C -4.96302 -0.58673 0.20671 0.6 -0.6 0.1 -0.20
C -5.79971 0.21966 -0.50737 0.2 1.2 0.1 -0.19
C -5.50006 1.58799 -0.62100 -0.3 0.3 0.1 -0.19
C -4.37942 2.15690 -0.04290 -0.1 -1.4 0.6 -0.19
C -3.48208 1.28653 0.62294 -1.5 -0.3 -1.6 -0.26
S -1.96900 2.02453 0.92459 0.9 -0.7 0.6 0.55
N -1.07079 0.56477 1.07888 -0.3 -0.3 0.9 -0.73
C -1.45447 -0.70986 1.17124 0.9 1.0 -0.3 0.40
C -0.34109 -1.60196 1.45271 -1.3 -0.8 -0.5 0.09
C -0.45761 -3.00148 1.51255 0.8 0.6 0.7 -0.19
C 0.53622 -3.70153 2.16887 -0.8 -1.2 -0.4 -0.17
C 1.72134 -3.08339 2.53293 1.4 1.5 0.8 -0.25
C 1.83815 -1.71201 2.29892 0.8 -1.1 0.2 0.06
N 0.83799 -1.01278 1.75253 -0.1 -0.2 0.8 -0.52
H -3.04810 -2.01731 1.05406 0.3 0.4 0.0 0.42
H -5.16906 -1.64422 0.35856 0.0 0.1 -0.2 0.22
H -6.65079 -0.17863 -1.01371 -0.5 -0.2 0.0 0.23
H -6.17447 2.23806 -1.15076 -0.2 0.0 -0.2 0.23
H -4.12984 3.21940 -0.10726 -0.3 -0.4 -0.1 0.23
H -1.30940 -3.46548 1.07692 -0.6 -0.5 0.1 0.22
H 0.38285 -4.75421 2.43565 0.1 0.4 -0.5 0.24
H 2.55630 -3.59375 3.06588 -0.9 0.3 -0.6 0.25
H 2.74403 -1.13136 2.56715 -0.7 -0.6 -0.2 0.21
Cl 4.69983 2.13229 4.26891 -0.3 -0.3 -0.9 0.04
C 4.13860 1.88527 2.59407 0.5 0.8 0.3 -0.37
Cl 2.36529 2.23266 2.50564 1.3 1.8 1.4 0.09
H 4.28529 0.87929 2.25275 0.2 -0.4 0.0 0.23
H 4.60372 2.63680 1.93705 -0.2 -0.5 0.3 0.25
O 2.65746 1.62368 -0.78430 -0.8 -0.9 0.5 -0.70
B 1.45981 1.06902 -0.28521 -0.3 -0.4 -0.8 0.88
O 0.73064 0.36158 -1.27288 1.3 0.8 0.4 -0.68
C 1.54480 0.44629 -2.42087 0.9 1.0 2.0 0.21
C 1.31074 -0.04836 -3.65172 -0.2 -0.4 -0.2 -0.24
C 2.28280 0.15795 -4.61988 0.4 0.4 -0.1 -0.19
C 3.42952 0.88922 -4.32616 -0.8 -0.5 0.2 -0.20
C 3.65555 1.38607 -3.04094 1.6 0.8 -0.6 -0.27
C 2.73051 1.16358 -2.10359 -2.9 -0.8 0.7 0.28
H 0.42201 -0.60495 -3.83977 -0.5 -0.3 -0.2 0.23
H 2.10013 -0.24006 -5.60870 0.2 0.1 -0.1 0.23
H 4.11829 1.09446 -5.10562 0.6 0.1 -0.5 0.23
H 4.53733 1.96339 -2.77529 0.0 -0.1 -0.3 0.23
```
Forces are in eV/Å.

Its expectation value of S² is 2.020. Its multiplicity is 3. Its net charge is +1. The molecular weight is 626.211 g/mol. For the gap between HOMO and LUMO (alpha / beta), the calculation gives 0.188 / 0.220 Ha.

Formula: CH3I2O2P
Source: OMol25
Level of theory: wB97M-V/def2-TZVPD

The geometry in XYZ format:
```
9
Properties=species:S:1:pos:R:3:forces:R:3:nbo_charge:R:1
C -0.25365 -1.20005 0.82712 0.2 -2.1 -2.3 -1.04
O 1.06186 1.36799 0.60622 -0.6 -1.8 0.0 -1.03
O 1.73951 -0.49761 -1.02862 1.4 -1.8 -2.0 -1.04
P 0.90113 0.02045 -0.00541 -1.9 2.6 2.7 2.20
I -1.04220 1.17363 -1.99787 -0.3 -0.1 -0.4 0.04
I -1.09182 3.69712 -1.27502 0.0 0.2 0.1 0.06
H 0.45856 -2.12430 0.80915 -1.3 1.5 0.6 0.27
H -0.53324 -0.82049 1.79173 0.1 -0.1 0.5 0.26
H -1.24015 -1.61675 0.27269 2.5 1.5 0.9 0.28
```
Forces are in eV/Å.

Its energy above the lowest of the compared OMol25 structures with the same formula, charge and spin is 22.8 kcal/mol. Its net charge is 0. The molecular weight is 331.815 g/mol. For the gap between HOMO and LUMO, the calculation gives 0.286 Ha.

What did the fifth record say?
Formula: CH3I2O2P
Source: OMol25
Level of theory: wB97M-V/def2-TZVPD

The geometry in XYZ format:
```
9
Properties=species:S:1:pos:R:3:forces:R:3:nbo_charge:R:1
C -0.25365 -1.20005 0.82712 0.2 -2.1 -2.3 -1.04
O 1.06186 1.36799 0.60622 -0.6 -1.8 0.0 -1.03
O 1.73951 -0.49761 -1.02862 1.4 -1.8 -2.0 -1.04
P 0.90113 0.02045 -0.00541 -1.9 2.6 2.7 2.20
I -1.04220 1.17363 -1.99787 -0.3 -0.1 -0.4 0.04
I -1.09182 3.69712 -1.27502 0.0 0.2 0.1 0.06
H 0.45856 -2.12430 0.80915 -1.3 1.5 0.6 0.27
H -0.53324 -0.82049 1.79173 0.1 -0.1 0.5 0.26
H -1.24015 -1.61675 0.27269 2.5 1.5 0.9 0.28
```
Forces are in eV/Å.

Its energy above the lowest of the compared OMol25 structures with the same formula, charge and spin is 22.8 kcal/mol. Its net charge is 0. The molecular weight is 331.815 g/mol. For the gap between HOMO and LUMO, the calculation gives 0.286 Ha.

Q: Which formula does entry 5 have?
A: CH3I2O2P

Q: What is the molecular weight in the second record?
A: 70.091 g/mol